1.
130
Properties=species:S:1:pos:R:3:mulliken_spin:R:1 method="wB97M-V/def2-TZVPD" spin_multiplicity=2 lumo_ev="-2.16 / -2.12" charge=+1 e_above_lowest_kcal_mol=0.0
Ti -0.912 -0.167 0.280 0.947
C -1.766 3.174 2.136 -0.004
N -0.444 3.575 2.541 -0.001
C 0.676 2.703 2.294 0.001
P 0.669 1.957 0.591 0.037
C 2.416 1.509 0.361 -0.011
C 3.038 0.678 1.290 0.010
C 4.340 0.251 1.087 0.001
C 5.031 0.643 -0.052 -0.001
C 4.419 1.469 -0.981 0.001
C 3.116 1.904 -0.776 0.000
C 0.418 3.387 -0.496 -0.004
C 0.881 4.657 -0.151 -0.002
C 0.690 5.729 -1.008 0.001
C 0.054 5.538 -2.227 0.000
C -0.392 4.276 -2.587 0.002
C -0.217 3.207 -1.720 0.006
C -0.234 4.864 3.042 0.001
C 0.839 5.130 3.898 0.000
C 1.047 6.411 4.379 0.000
C 0.187 7.446 4.044 0.000
C -0.886 7.181 3.210 0.000
C -1.097 5.909 2.703 0.000
P -2.061 1.393 2.526 0.005
C -3.868 1.220 2.408 -0.001
C -4.691 2.157 1.791 -0.001
C -6.051 1.914 1.637 0.000
C -6.603 0.730 2.100 0.000
C -5.791 -0.207 2.729 0.000
C -4.437 0.035 2.877 -0.001
C -1.765 1.327 4.324 0.002
C -1.496 0.101 4.925 0.002
C -1.318 0.005 6.296 0.000
C -1.389 1.141 7.086 0.000
C -1.646 2.371 6.498 0.000
C -1.837 2.464 5.131 0.000
H -1.949 3.297 1.054 -0.002
H -2.501 3.791 2.661 0.000
H 0.736 1.865 3.009 0.005
H 1.605 3.271 2.393 -0.001
H 2.513 0.344 2.178 -0.001
H 4.811 -0.392 1.815 0.000
H 6.045 0.304 -0.215 0.000
H 4.953 1.779 -1.868 0.000
H 2.651 2.551 -1.508 0.000
H 1.390 4.824 0.786 0.000
H 1.045 6.710 -0.726 0.000
H -0.091 6.373 -2.898 0.000
H -0.874 4.126 -3.542 0.000
H -0.584 2.224 -1.998 0.007
H 1.489 4.328 4.215 0.000
H 1.883 6.592 5.042 0.000
H 0.350 8.440 4.431 0.000
H -1.564 7.976 2.931 0.000
H -1.911 5.738 2.014 0.000
H -4.285 3.087 1.415 0.000
H -6.676 2.655 1.160 0.000
H -7.660 0.542 1.984 0.000
H -6.217 -1.126 3.108 0.000
H -3.818 -0.701 3.380 0.000
H -1.414 -0.794 4.321 -0.001
H -1.113 -0.957 6.743 0.000
H -1.243 1.071 8.153 0.000
H -1.704 3.263 7.106 0.000
H -2.040 3.435 4.707 0.000
O -2.254 -1.439 0.855 0.016
N -2.072 -2.416 1.760 0.008
C -3.088 -3.300 1.884 -0.002
C -3.005 -4.315 2.791 -0.001
C -1.849 -4.402 3.584 -0.001
C -0.835 -3.496 3.427 0.002
C -0.923 -2.461 2.471 -0.005
S 0.307 -1.323 2.154 -0.018
H -3.921 -3.115 1.223 -0.001
H -3.820 -5.015 2.878 0.000
H -1.759 -5.189 4.318 0.000
H 0.070 -3.549 4.013 0.000
O -1.176 -0.730 -1.823 -0.008
C 0.081 -0.738 -1.884 -0.023
O 0.699 -0.732 -0.766 0.045
C 0.840 -0.621 -3.155 -0.003
C 2.261 -1.143 -3.086 -0.001
Ge 2.439 -3.056 -3.452 -0.001
C 1.279 -4.109 -2.291 -0.001
C 1.320 -3.922 -0.908 0.002
C 0.615 -4.753 -0.052 -0.001
C -0.158 -5.785 -0.562 0.000
C -0.204 -5.995 -1.931 0.000
C 0.521 -5.172 -2.783 0.000
C 4.283 -3.554 -3.132 0.000
C 4.908 -4.587 -3.827 0.000
C 6.214 -4.955 -3.536 0.000
C 6.914 -4.298 -2.537 0.000
C 6.305 -3.275 -1.828 0.000
C 5.001 -2.907 -2.126 0.000
C 1.949 -3.284 -5.315 0.000
C 2.929 -3.289 -6.308 0.000
C 2.590 -3.333 -7.653 0.000
C 1.257 -3.356 -8.031 0.000
C 0.267 -3.327 -7.062 0.000
C 0.612 -3.288 -5.719 0.000
H 0.830 0.458 -3.373 -0.001
H 0.239 -1.084 -3.946 0.000
H 2.716 -0.874 -2.130 0.001
H 2.849 -0.660 -3.869 0.000
H 1.923 -3.132 -0.478 -0.001
H 0.691 -4.609 1.016 0.000
H -0.699 -6.442 0.106 0.000
H -0.781 -6.815 -2.336 0.000
H 0.506 -5.384 -3.843 0.000
H 4.377 -5.122 -4.603 0.000
H 6.684 -5.758 -4.086 0.000
H 7.931 -4.585 -2.310 0.000
H 6.847 -2.766 -1.044 0.000
H 4.550 -2.105 -1.556 0.000
H 3.977 -3.263 -6.038 0.000
H 3.365 -3.348 -8.404 0.000
H 0.992 -3.394 -9.077 0.000
H -0.773 -3.336 -7.353 0.000
H -0.181 -3.261 -4.982 0.000
C -3.290 1.162 -2.856 0.000
S -3.725 1.286 -1.136 0.001
C -4.461 -0.308 -0.891 0.005
O -2.406 1.220 -0.386 -0.009
H -4.208 0.980 -3.410 0.000
H -2.575 0.348 -2.989 0.000
H -2.874 2.121 -3.151 0.000
H -5.370 -0.325 -1.489 0.001
H -4.705 -0.379 0.169 -0.001
H -3.767 -1.099 -1.187 0.000


2.
126
Properties=species:S:1:pos:R:3:mulliken_charge:R:1 method="wB97M-V/def2-TZVPD" lumo_ev=-4.56 charge=+2 e_above_lowest_kcal_mol=32.1
Sc 1.147 -0.110 0.641 -1.105
O -0.473 1.173 0.936 -0.472
S -1.708 1.057 0.018 1.933
C -3.051 0.902 1.144 -0.006
C -3.427 1.976 1.925 -0.099
C -4.570 1.935 2.738 -1.511
C -5.349 0.805 2.695 0.301
C -6.648 0.466 3.382 -0.833
C -7.001 -0.964 2.891 -0.768
C -5.852 -1.360 1.998 -0.105
C -5.573 -2.509 1.315 -1.101
C -4.348 -2.593 0.616 0.096
C -3.428 -1.564 0.527 -0.390
P -1.734 -1.879 -0.120 1.230
C -1.658 -3.698 0.066 0.393
C -1.771 -4.607 -0.985 -0.153
C -1.802 -5.973 -0.732 -0.851
C -1.737 -6.443 0.573 -0.577
C -1.617 -5.544 1.626 -0.806
C -1.558 -4.181 1.372 -0.257
C -1.836 -1.603 -1.921 0.600
C -2.995 -1.792 -2.671 -0.575
C -2.995 -1.561 -4.039 -0.855
C -1.839 -1.134 -4.677 -0.734
C -0.681 -0.923 -3.941 -0.923
C -0.691 -1.151 -2.573 0.390
C -3.760 -0.326 1.157 -1.458
C -4.940 -0.290 1.913 1.435
C -2.050 2.619 -0.799 -0.678
C -3.402 2.723 -1.074 -0.568
C -3.977 3.787 -1.778 -1.491
C -3.143 4.776 -2.204 0.343
C -3.453 6.055 -2.931 -0.805
C -2.071 6.677 -3.234 -0.830
C -1.083 5.727 -2.615 -0.165
C 0.276 5.745 -2.618 -1.344
C 0.939 4.668 -2.011 0.064
C 0.330 3.601 -1.372 0.061
P 1.519 2.357 -0.704 1.284
C 2.101 3.146 0.855 0.839
C 2.453 2.354 1.951 -0.438
C 2.881 2.908 3.147 -0.938
C 2.975 4.286 3.272 -0.835
C 2.621 5.093 2.201 -0.750
C 2.180 4.529 1.013 -0.447
C 2.904 2.450 -1.878 0.665
C 3.952 3.364 -1.801 0.039
C 4.941 3.380 -2.774 -0.739
C 4.896 2.477 -3.827 -0.794
C 3.861 1.555 -3.906 -0.477
C 2.874 1.540 -2.932 -0.767
C -1.110 3.564 -1.339 -0.987
C -1.752 4.645 -2.000 1.224
H -2.844 2.888 1.878 0.666
H -4.834 2.793 3.343 0.484
H -7.423 1.190 3.127 0.338
H -6.527 0.506 4.465 0.341
H -7.940 -0.977 2.337 0.302
H -7.114 -1.664 3.718 0.303
H -6.236 -3.364 1.332 0.518
H -4.108 -3.544 0.159 0.605
H -1.852 -4.253 -2.006 0.440
H -1.903 -6.669 -1.554 0.455
H -1.787 -7.506 0.770 0.402
H -1.569 -5.903 2.646 0.398
H -1.463 -3.485 2.200 0.441
H -3.907 -2.113 -2.181 0.452
H -3.903 -1.712 -4.609 0.461
H -1.843 -0.956 -5.744 0.419
H 0.220 -0.574 -4.430 0.509
H 0.222 -0.959 -2.011 0.027
H -4.073 1.953 -0.719 0.568
H -5.045 3.810 -1.946 0.529
H -4.061 6.707 -2.302 0.300
H -4.031 5.863 -3.836 0.337
H -1.969 7.677 -2.812 0.307
H -1.892 6.768 -4.306 0.293
H 0.846 6.533 -3.093 0.538
H 2.017 4.681 -2.074 0.470
H 2.451 1.262 1.931 0.573
H 3.144 2.263 3.975 0.552
H 3.314 4.727 4.199 0.442
H 2.680 6.169 2.291 0.480
H 1.882 5.185 0.207 0.424
H 4.008 4.058 -0.971 0.393
H 5.751 4.093 -2.705 0.455
H 5.668 2.490 -4.584 0.422
H 3.826 0.849 -4.725 0.474
H 2.067 0.816 -2.995 0.108
C 1.785 -5.695 0.868 -0.757
N 2.444 -4.528 0.224 0.218
C 1.571 -3.898 -0.801 -0.744
C 2.947 -3.488 1.217 -0.747
C 1.953 -3.018 2.247 0.963
C 1.940 -3.688 3.469 -0.419
C 1.174 -3.228 4.530 -1.156
C 0.428 -2.073 4.371 -0.937
C 0.433 -1.421 3.141 -0.697
C 1.175 -1.862 2.036 2.231
H 1.570 -6.438 0.104 0.370
H 0.864 -5.355 1.330 0.224
H 2.453 -6.109 1.620 0.365
H 3.277 -4.874 -0.252 0.418
H 0.776 -3.380 -0.271 -0.018
H 1.147 -4.665 -1.444 0.493
H 2.167 -3.195 -1.380 0.156
H 3.275 -2.653 0.604 -1.523
H 3.813 -3.946 1.695 0.827
H 2.571 -4.558 3.617 0.495
H 1.190 -3.748 5.479 0.446
H -0.150 -1.678 5.197 0.517
H -0.196 -0.531 3.056 0.474
C 5.498 1.150 0.286 -1.024
Si 4.615 -0.483 0.230 0.785
C 5.075 -1.376 1.824 -1.188
C 5.162 -1.449 -1.275 -1.130
O 2.953 -0.368 0.142 1.004
H 6.561 0.924 0.417 0.532
H 5.192 1.759 1.140 0.324
H 5.397 1.739 -0.621 0.132
H 5.815 -0.786 2.368 0.470
H 5.527 -2.354 1.643 0.344
H 4.222 -1.514 2.493 0.196
H 6.220 -1.710 -1.209 0.431
H 5.021 -0.853 -2.181 0.248
H 4.601 -2.380 -1.404 0.189


Result set for maximum force: 0.724, 0.830 eV Å⁻¹, one per record in the order listed.
Result set for electronic energy: -194209.564, -126729.649 eV, one per record in the order listed.